(1)
Computed, not measured: a 2-piece molecular cluster, C8H16F2P overall, with the ωB97M-V functional and the def2-TZVPD basis.

Element x y z (Å)
H -0.837 1.446 -3.190
H 0.329 -2.763 -1.247
H 3.026 0.351 1.750
H 1.256 -1.083 0.248
H -1.110 -0.820 -2.365
H 3.696 2.892 0.016
H -2.462 1.686 0.784
P -1.154 -0.309 0.082
C 3.779 1.968 0.609
C 2.844 1.140 1.115
H -1.441 1.194 2.126
C 0.235 -1.450 0.430
F 1.510 1.300 0.703
H -2.347 0.322 -1.791
H 0.572 1.322 -2.088
C 0.067 -2.866 -0.189
H -0.959 -3.310 0.117
H -3.666 -0.455 0.801
H -2.568 -1.216 2.013
C -2.616 -0.519 1.130
H -0.812 2.196 -1.399
C -0.475 1.345 -2.085
C -1.856 0.892 1.226
F 5.084 1.749 0.948
C -1.311 0.044 -1.665
H 0.890 -3.430 0.317
H 0.323 -1.624 1.604

## Properties
- energy above the lowest of the compared OMol25 structures with the same formula, charge and spin (kJ/mol) = 0.0
- charge = +1
- frontier orbital gap (eV) = 10.4
- E_HOMO (eV) = -12.98
- energy (Ha) = -855.14672
- spin multiplicity = 1
- molecular weight (g/mol) = 181.2
- LUMO (eV) = -2.6

***

(2)
Computed, not measured: an isolated ion of composition C8H16N and charge +1, with the ωB97M-V functional and the def2-TZVPD basis.

Element x y z (Å)
C -3.010 0.555 0.401
C -1.687 -1.443 -0.411
N -1.771 -0.016 -0.012
H 2.480 -1.927 1.247
H 2.533 1.344 -1.380
H -2.756 1.674 0.120
H -3.819 0.195 -0.313
C -0.702 0.612 0.140
C 1.492 1.041 -1.366
H 2.724 0.308 1.191
H 1.365 -1.958 -0.362
H -2.010 -1.531 -1.443
H -0.677 -1.823 -0.422
H 0.907 1.836 -1.802
H 0.006 1.830 1.721
H -2.251 -1.981 0.264
C 0.912 0.821 0.043
H 3.115 -1.433 -0.217
H -3.314 0.283 1.390
H 1.413 0.166 -2.037
H -0.276 2.830 0.201
C -0.049 1.797 0.570
H 1.114 -0.291 1.933
C 2.182 -1.464 0.335
C 1.769 -0.144 0.934

## Properties
- energy above the lowest of the compared OMol25 structures with the same formula, charge and spin (kJ/mol) = 312.2
- charge = +1
- frontier orbital gap (eV) = 10.6
- E_HOMO (eV) = -14.35
- energy (Ha) = -368.81765
- structure (SMILES) = CC[C@]1(C)CC1=[N+](C)C
- spin multiplicity = 1
- molecular weight (g/mol) = 126.2
- LUMO (eV) = -3.7

***

(3)
Computed, not measured: one molecule with the formula C8H16N2O2S, with the ωB97M-V functional and the def2-TZVPD basis.

Element x y z (Å)
C -0.896 1.760 0.505
H -0.017 2.202 0.188
H 0.284 0.972 2.129
C -0.564 0.752 -1.826
C -0.561 0.748 1.515
H 0.284 -2.668 -1.092
H -1.958 -1.487 1.303
C -2.428 -0.028 -0.321
H -3.029 -0.475 -1.176
H 0.306 1.271 -2.023
H -1.299 -1.712 -0.532
H 3.921 -0.877 0.871
H -2.189 2.054 -1.127
S 2.133 0.331 -0.115
C -1.548 -1.126 0.344
H -1.546 2.558 0.912
C 0.744 -0.797 0.001
C 1.180 -2.059 -0.627
C -1.582 1.190 -0.761
H -1.489 0.544 2.274
H 1.908 -1.843 -1.395
H 3.301 0.282 1.950
H 1.530 -2.715 0.052
N -0.323 -0.511 0.832
N 3.112 -0.415 1.207
H -3.063 0.248 0.551
O 2.801 0.052 -1.283
H -0.857 0.077 -2.664
O 1.850 1.672 0.308

## Properties
- energy above the lowest of the compared OMol25 structures with the same formula, charge and spin (kJ/mol) = 666.1
- frontier orbital gap (spin up / spin down) (eV) = 8.2 / 7.3
- E_HOMO (spin up / spin down) (eV) = -7.65 / -6.73
- energy (Ha) = -972.40682
- spin multiplicity = 1
- molecular weight (g/mol) = 204.3
- LUMO (spin up / spin down) (eV) = 0.6 / 0.6

***

(4)
Computed, not measured: one molecule with the formula C8H16N2O3S, with the ωB97M-V functional and the def2-TZVPD basis.

Element x y z (Å)
C 1.171 2.121 0.788
S 3.092 1.063 2.533
C -1.846 -1.361 -0.514
H 0.922 3.033 0.171
H -2.511 -0.549 -0.769
H -2.791 -2.210 1.213
H 0.368 1.674 2.649
C -0.410 -0.789 -0.892
H -2.946 -3.095 -0.959
H -0.382 3.065 2.043
H 3.414 2.277 0.374
H 3.391 0.017 1.694
H -1.749 -0.903 1.695
H 0.446 -1.460 -0.846
C -1.811 -1.729 1.000
H -2.172 -2.420 -2.419
N 0.032 2.171 1.858
H -0.887 0.804 0.187
H 2.799 3.234 1.905
N -0.032 0.294 -0.207
H -1.284 -3.415 -0.977
C -0.427 -0.384 -2.440
O 0.834 -0.325 -2.876
O 2.063 0.759 -0.973
H 1.396 0.093 -2.098
H -1.068 -2.379 1.185
C 2.705 2.349 1.283
O -1.414 -0.202 -3.105
C -2.025 -2.696 -1.339
C 1.122 0.962 -0.164

## Properties
- energy above the lowest of the compared OMol25 structures with the same formula, charge and spin (kJ/mol) = 183.3
- frontier orbital gap (eV) = 9.6
- E_HOMO (eV) = -9.24
- energy (Ha) = -1047.82902
- structure (SMILES) = CC(C)[C@H](NC(=O)[C@@H](N)CS)C(=O)O
- spin multiplicity = 1
- molecular weight (g/mol) = 220.3
- LUMO (eV) = 0.4

***

(5)
Computed, not measured: one molecule with the formula C8H16N2O3S2, with the ωB97M-V functional and the def2-TZVPD basis.

Element x y z (Å)
H -2.529 -2.289 -2.690
H -3.222 -2.262 -0.884
H 0.418 0.443 3.141
C 1.065 0.228 2.184
H 3.345 -0.860 0.284
O -1.103 1.068 0.065
C 2.825 2.381 1.981
S 2.760 0.572 2.399
H 0.781 1.105 1.378
C 2.048 -1.759 -0.763
S -3.408 2.286 -1.026
H 3.908 2.832 1.708
H -2.275 -0.133 -2.848
H 1.289 -1.750 1.809
C -3.534 0.445 -1.226
O 1.800 -2.581 -1.564
O 3.237 -1.744 -0.250
H -4.007 -0.006 -0.274
H -4.322 0.223 -1.888
H 2.689 3.029 2.970
H 1.799 2.870 1.316
C -2.389 -0.344 -1.675
H -0.270 -1.476 1.322
H -0.430 -1.574 -1.493
H 1.500 0.152 -0.327
N -0.282 -0.931 -0.767
C -1.065 0.161 -0.774
C 1.024 -0.789 -0.124
H -5.032 2.681 -0.915
C 0.751 -0.968 1.384
N -2.446 -1.752 -1.587

## Properties
- energy above the lowest of the compared OMol25 structures with the same formula, charge and spin (kJ/mol) = 578.0
- frontier orbital gap (eV) = 9.0
- E_HOMO (eV) = -8.61
- energy (Ha) = -1445.85012
- structure (SMILES) = CSCC[C@H](NC(=O)[C@@H](N)CS)C(=O)O
- spin multiplicity = 1
- molecular weight (g/mol) = 252.4
- LUMO (eV) = 0.4

***

(6)
Computed, not measured: one molecule with the formula C8H16N2O4, with the ωB97M-V functional and the def2-TZVPD basis.

Element x y z (Å)
H -2.332 1.284 1.929
H -3.328 2.306 -0.048
H 0.019 1.559 2.531
H -1.361 -2.139 -0.469
H -0.755 -0.624 -2.204
H 1.600 2.229 0.912
C -0.469 -2.228 -1.137
H -1.752 2.799 -0.656
O -0.892 -0.795 1.684
C 0.735 -1.673 -0.358
H -1.585 3.324 3.084
H 1.228 0.345 -0.338
C 2.018 -1.731 -1.185
C -2.253 2.054 -0.049
H 0.859 -2.253 0.558
N 0.519 -0.286 -0.007
H -1.241 4.136 1.565
H 1.740 -3.591 -1.365
O 2.690 -0.761 -1.416
C -1.880 3.388 2.044
C -0.280 1.529 1.456
C -1.733 2.036 1.388
H -0.368 -3.277 -1.335
O 2.390 -2.949 -1.626
C -0.242 0.039 1.071
H -2.945 3.740 2.014
O -0.609 -1.587 -2.374
H -2.179 1.078 -0.535
H 0.428 2.417 -0.249
N 0.618 2.418 0.733

## Properties
- energy above the lowest of the compared OMol25 structures with the same formula, charge and spin (kJ/mol) = 7.5
- frontier orbital gap (eV) = 9.9
- E_HOMO (eV) = -9.40
- energy (Ha) = -724.94293
- structure (SMILES) = CC(C)[C@H](N)C(=O)N[C@@H](CO)C(=O)O
- spin multiplicity = 1
- molecular weight (g/mol) = 204.2
- LUMO (eV) = 0.5

***

(7)
Computed, not measured: C8H16N2PSZn as an isolated structure, with the ωB97M-V functional and the def2-TZVPD basis.

Element x y z (Å)
C -4.485 -3.360 1.933
P 0.253 -2.419 -0.153
H -1.207 2.464 0.408
N -4.221 -1.765 -0.498
S -2.024 -0.525 0.459
H 0.044 -3.251 0.982
H -2.893 -2.069 2.410
H -3.859 -4.187 2.297
C 2.221 2.677 -0.144
H 2.920 3.522 -0.086
H -6.166 -2.447 -0.917
H 2.705 -0.640 -1.069
C 2.767 1.428 -0.546
H -6.000 -0.680 -0.740
H 0.727 4.053 0.395
H -5.945 -1.737 0.722
H -3.898 -1.251 -1.321
N -3.633 -2.188 1.727
H 1.553 -2.901 -0.481
H -5.229 -3.121 2.711
C -3.353 -1.596 0.549
C -0.185 2.093 0.183
H -0.467 -3.179 -1.115
C 0.858 2.970 0.165
H -4.983 -3.629 1.001
C -5.676 -1.649 -0.333
C 2.132 0.232 -0.690
H 3.855 1.527 -0.757
Zn 0.302 0.234 -0.131

## Properties
- charge = -1
- frontier orbital gap (spin up / spin down) (eV) = 3.3 / 3.3
- E_HOMO (spin up / spin down) (eV) = -0.94 / -0.94
- energy (Ha) = -2942.63469
- spin multiplicity = 1
- molecular weight (g/mol) = 268.7
- LUMO (spin up / spin down) (eV) = 2.3 / 2.3

***

(8)
Computed, not measured: a 2-piece molecular cluster, C8H16N3 overall, with the ωB97M-V functional and the def2-TZVPD basis.

Element x y z (Å)
H -2.332 -0.094 -3.185
H 2.065 0.448 -1.314
H 2.598 -1.681 1.901
H -2.037 0.863 -0.833
H -0.113 -0.425 2.300
H 1.528 0.530 2.230
N -0.233 0.557 0.239
C 2.088 0.428 -0.286
C -1.821 2.713 1.276
C -1.673 -2.085 -3.395
H 2.949 -0.084 -0.180
H -2.218 3.705 1.270
C 1.667 -1.576 2.435
H -2.325 -2.153 -4.278
H 0.985 -2.351 2.133
H 1.803 -1.530 3.619
H -0.041 -1.269 -1.653
N 0.975 -0.076 0.447
C 1.021 -0.348 1.883
C -1.053 0.292 -0.719
N -0.833 -0.667 -1.621
H -1.019 -2.895 -2.971
C -1.644 -0.902 -2.803
C -0.558 2.500 1.200
H 2.308 1.374 0.016
H -2.537 1.926 1.084
H 0.453 2.798 1.205

## Properties
- energy above the lowest of the compared OMol25 structures with the same formula, charge and spin (kJ/mol) = 608.4
- charge = +1
- frontier orbital gap (spin up / spin down) (eV) = 8.0 / 8.0
- E_HOMO (spin up / spin down) (eV) = -12.26 / -12.25
- energy (Ha) = -478.22341
- spin multiplicity = 1
- molecular weight (g/mol) = 154.2
- LUMO (spin up / spin down) (eV) = -4.3 / -4.3

***

(9)
Computed, not measured: an isolated ion of composition C8H16N3 and charge +1, with the ωB97M-V functional and the def2-TZVPD basis.

Element x y z (Å)
C -1.776 -0.570 -0.136
N 2.561 -0.323 0.528
C -2.153 -1.861 -0.742
H -1.867 -2.562 0.032
H 3.589 1.454 1.073
H -1.530 -2.109 -1.776
C -0.547 -0.200 -0.258
H -3.047 2.371 1.269
H -1.492 1.851 0.493
H 3.037 0.442 2.449
H 3.462 -2.210 0.896
N 0.559 0.300 -0.705
H 4.463 -0.114 1.593
H 0.818 0.285 -2.807
H -3.770 -0.178 0.635
H 2.029 -2.390 0.013
H -2.314 -0.083 1.763
H 1.367 1.900 -1.869
H -0.468 1.503 -2.127
N 1.731 0.578 0.004
C 3.530 0.376 1.498
C 2.679 -1.647 0.413
C -2.736 0.189 0.779
C -2.584 1.703 0.454
H -3.144 -1.836 -0.908
H -2.967 2.003 -0.562
C 0.569 1.130 -2.000

## Properties
- energy above the lowest of the compared OMol25 structures with the same formula, charge and spin (kJ/mol) = 608.5
- charge = +1
- frontier orbital gap (spin up / spin down) (eV) = 8.6 / 8.6
- E_HOMO (spin up / spin down) (eV) = -12.12 / -12.12
- energy (Ha) = -478.22336
- spin multiplicity = 1
- molecular weight (g/mol) = 154.2
- LUMO (spin up / spin down) (eV) = -3.5 / -3.5

***

(10)
Computed, not measured: a 2-piece molecular cluster, C8H16N3 overall, with the ωB97M-V functional and the def2-TZVPD basis.

Element x y z (Å)
N 2.435 -2.129 -0.484
C 1.197 -0.314 -0.151
H -3.010 2.333 -0.473
H -1.024 -0.760 1.533
H -2.744 0.398 -1.612
C -2.877 1.964 0.465
H -3.059 -0.772 -0.403
C 3.251 -1.146 -0.523
H -3.706 1.451 0.940
H -1.419 -0.771 -1.129
N 4.468 -1.334 -1.018
N 2.561 -0.022 -0.304
H 0.230 -2.301 -0.314
H 2.763 -3.042 -0.681
C 1.124 -1.609 -0.378
H -0.266 2.066 -0.795
H 5.069 -0.437 -1.173
C -1.850 0.835 0.301
H 3.070 0.763 -0.602
C -0.600 1.690 0.156
H -2.649 -0.275 1.918
C -2.150 -0.061 -0.830
H 5.093 -2.157 -0.749
H -1.314 0.753 2.455
C -1.716 0.079 1.633
H -0.372 2.106 1.093
H -2.504 2.690 1.126

## Properties
- energy above the lowest of the compared OMol25 structures with the same formula, charge and spin (kJ/mol) = 231.2
- charge = +1
- frontier orbital gap (spin up / spin down) (eV) = 5.4 / 5.3
- E_HOMO (spin up / spin down) (eV) = -9.11 / -12.76
- ⟨S²⟩ = 2.012
- energy (Ha) = -478.18900
- spin multiplicity = 3
- molecular weight (g/mol) = 154.2
- LUMO (spin up / spin down) (eV) = -3.7 / -7.5

***

(11)
Computed, not measured: an isolated ion of composition C8H16N3O and charge +1, with the ωB97M-V functional and the def2-TZVPD basis.

Element x y z (Å)
N -1.337 -0.181 -1.958
H -0.374 0.055 -4.271
C -0.071 1.591 3.108
H -2.539 -0.040 -0.290
H 1.814 1.372 2.274
H 0.040 0.609 3.600
C -1.245 -1.889 -0.209
H 0.333 -0.979 1.484
H 0.863 -2.978 0.304
H 0.598 -2.072 -1.259
H -2.091 -0.048 -2.640
H 1.283 1.582 -1.362
H 1.991 -0.894 0.802
O 0.546 1.583 0.712
H 0.165 2.283 3.934
N 0.835 0.664 -1.360
C 0.905 1.879 2.004
H 1.148 0.065 -3.909
H -1.511 -2.236 0.768
C 0.535 0.397 0.032
H 1.205 2.924 2.034
H -1.115 1.804 2.971
C -1.593 -0.449 -0.572
C -0.084 0.179 -2.249
C 0.915 -0.905 0.595
N 0.276 0.330 -3.549
C 0.327 -2.104 -0.209
H -1.818 -2.545 -0.782

## Properties
- energy above the lowest of the compared OMol25 structures with the same formula, charge and spin (kJ/mol) = 208.5
- charge = +1
- frontier orbital gap (spin up / spin down) (eV) = 8.7 / 8.7
- E_HOMO (spin up / spin down) (eV) = -11.82 / -11.82
- energy (Ha) = -553.60708
- spin multiplicity = 1
- molecular weight (g/mol) = 170.2
- LUMO (spin up / spin down) (eV) = -3.1 / -3.1

***

(12)
Computed, not measured: a 2-piece molecular cluster, C8H16N3O3 overall, with the ωB97M-V functional and the def2-TZVPD basis.

Element x y z (Å)
H -0.242 1.236 -0.717
H 3.428 -0.591 1.557
C -4.139 -1.108 1.126
H 1.079 -0.380 1.615
O 3.429 -1.464 -1.456
H -4.496 1.288 1.180
N 2.900 -0.993 -2.453
N -2.842 -1.766 0.957
H -5.160 -1.619 1.262
C 3.128 0.464 1.192
C 1.525 0.406 0.886
H -0.033 2.996 -0.225
C -3.794 0.392 1.080
C -1.846 -0.731 0.818
O 0.857 1.671 1.127
H 3.723 0.666 0.222
O 3.230 0.037 -3.016
H 1.433 0.003 -0.182
H -0.761 -1.031 0.651
H 2.018 -2.007 -4.055
H -2.725 -2.789 0.949
C -0.212 1.927 0.194
H -1.691 2.470 1.862
C -1.683 1.943 0.838
N -2.353 0.609 0.907
C 1.751 -1.737 -3.034
H 3.356 1.213 2.024
H -2.337 2.596 0.137
H 0.886 -1.075 -3.013
H 1.571 -2.627 -2.434

## Properties
- energy above the lowest of the compared OMol25 structures with the same formula, charge and spin (kJ/mol) = 465.1
- charge = +1
- frontier orbital gap (eV) = 9.4
- E_HOMO (eV) = -13.25
- energy (Ha) = -703.95444
- spin multiplicity = 1
- molecular weight (g/mol) = 202.2
- LUMO (eV) = -3.8